one.
The ion C5H11NO with charge +1. Source: OMol25; level of theory: ωB97M-V with the def2-TZVPD basis set.

Bonds (Å) are listed after each position.
Cartesian coordinates (Å):
1 C -1.77084 -1.41333 -0.92536  N2 1.468, H8 1.090, H9 1.079, H10 1.089
2 N -0.35331 -1.11705 -0.68222  C1 1.468, C3 1.446, H11 1.026
3 C 0.00020 -0.17052 0.35166  N2 1.446, C4 1.571, C7 1.527, H12 1.089
4 C 0.17582 1.17847 -0.43457  C3 1.571, C5 1.545, H13 1.097, H14 1.085
5 C 0.84629 2.34362 0.32637  C4 1.545, O6 1.190, H15 1.104
6 O 1.95722 2.35085 0.75411  C5 1.190
7 C 1.30551 -0.59827 1.01796  C3 1.527, H16 1.083, H17 1.088, H18 1.092
8 H -2.26860 -0.49762 -1.24576  C1 1.090
9 H -1.84138 -2.19602 -1.66419  C1 1.079
10 H -2.20254 -1.64121 0.04794  C1 1.089
11 H 0.10935 -2.02357 -0.55340  N2 1.026
12 H -0.82927 -0.05486 1.04833  C3 1.089
13 H -0.83862 1.57574 -0.56196  C4 1.097
14 H 0.58365 1.10300 -1.43733  C4 1.085
15 H 0.23407 3.26288 0.32735  C5 1.104
16 H 1.70127 0.23508 1.58459  C7 1.083
17 H 2.02543 -0.95314 0.28367  C7 1.088
18 H 1.16576 -1.38405 1.76280  C7 1.092

The HOMO energy (spin up / spin down) is -14.015 / -13.872 eV. The charge is +1. As for the gap between HOMO and LUMO (spin up / spin down): 10.886 / 5.552 eV. As for the expectation value of S²: 0.75. The spin multiplicity is 2. The LUMO energy (spin up / spin down) comes out at -3.129 / -8.320 eV.

=====

two.
A cluster of 2 separate species, C5H11NO in total. Source: OMol25; level of theory: ωB97M-V with the def2-TZVPD basis set.

Bonds (Å) are listed after each position.
Cartesian coordinates (Å):
1 N -1.63058 1.51634 -1.29096  C2 1.432, H7 1.010, H8 1.011
2 C -0.39223 1.09668 -1.87607  N1 1.432, C6 1.514, H9 1.114, H10 1.103
3 C 1.69605 -0.43063 1.53016  C4 1.384, H11 1.086, H12 1.092
4 C 2.51411 -0.00592 0.49734  C3 1.384, C5 1.450, H13 1.096
5 C 1.91451 0.57266 -0.68916  C4 1.450, C6 1.367, H14 1.099
6 C 0.61654 0.99816 -0.75207  C2 1.514, C5 1.367, H15 1.103
7 H -2.14806 0.83329 -0.75662  N1 1.010
8 H -2.25730 1.90488 -1.98303  N1 1.011
9 H -0.36327 0.10048 -2.37481  C2 1.114
10 H -0.06050 1.75781 -2.69382  C2 1.103
11 H 1.53033 0.06935 2.48027  C3 1.086
12 H 0.93959 -1.18612 1.30876  C3 1.092
13 H 3.60492 -0.04457 0.39896  C4 1.096
14 H 2.56427 0.43177 -1.56366  C5 1.099
15 H 0.22045 1.46364 0.16629  C6 1.103
16 H -3.60291 -3.56578 1.84111  O18 0.962
17 H -2.22878 -3.11893 1.95247  O18 0.958
18 O -3.10227 -2.84365 2.23276  H16 0.962, H17 0.958

The HOMO energy (spin up / spin down) is -13.604 / -13.610 eV. The charge is +1. As for the gap between HOMO and LUMO (spin up / spin down): 7.196 / 6.524 eV. As for the expectation value of S²: 0.77. The spin multiplicity is 2. The LUMO energy (spin up / spin down) comes out at -6.408 / -7.085 eV.

=====

three.
The ion C5H11NO with charge +1. Source: OMol25; level of theory: ωB97M-V with the def2-TZVPD basis set.

Bonds (Å) are listed after each position.
Cartesian coordinates (Å):
1 O -1.43315 -1.70825 -0.39125  C2 1.189
2 C -1.98784 -0.86517 0.23772  O1 1.189, N3 1.417, H8 1.102
3 N -1.38095 0.06511 1.11702  C2 1.417, C4 1.441, H9 1.027
4 C -0.09542 0.71079 1.03961  N3 1.441, C5 1.520, H10 1.108, H11 1.099
5 C 0.83257 0.29738 -0.09058  C4 1.520, C6 1.523, C7 1.573, H12 1.099
6 C 1.51372 -1.06442 -0.08711  C5 1.523, H13 1.091, H14 1.091, H15 1.082
7 C 0.28974 0.86502 -1.45296  C5 1.573, H16 1.088, H17 1.088, H18 1.086
8 H -3.08108 -0.73561 0.18750  C2 1.102
9 H -1.98459 0.34878 1.89818  N3 1.027
10 H 0.31916 0.52731 2.05079  C4 1.108
11 H -0.22701 1.79955 0.97529  C4 1.099
12 H 1.65488 1.01496 0.04264  C5 1.099
13 H 0.86216 -1.79482 -0.56902  C6 1.091
14 H 1.69433 -1.50233 0.89565  C6 1.091
15 H 2.47423 -0.99291 -0.58007  C6 1.082
16 H -0.76609 0.61450 -1.53012  C7 1.088
17 H 0.40721 1.94604 -1.48718  C7 1.088
18 H 0.90813 0.47407 -2.25613  C7 1.086

The HOMO energy (spin up / spin down) is -15.406 / -15.367 eV. The charge is +1. As for the gap between HOMO and LUMO (spin up / spin down): 11.278 / 6.289 eV. As for the expectation value of S²: 0.76. The spin multiplicity is 2. The LUMO energy (spin up / spin down) comes out at -4.127 / -9.078 eV.

=====

four.
The ion C5H11NO with charge +1. Source: OMol25; level of theory: ωB97M-V with the def2-TZVPD basis set.

Bonds (Å) are listed after each position.
Cartesian coordinates (Å):
1 C -1.90923 0.49881 1.42601  C2 1.568, H8 1.087, H9 1.086, H10 1.084
2 C -1.84703 -0.19377 0.02075  C1 1.568, C3 1.525, H11 1.091, H12 1.086
3 C -0.47464 -0.80311 -0.24543  C2 1.525, C4 1.532, H13 1.089, H14 1.095
4 C 0.61792 0.26924 -0.29770  C3 1.532, C5 1.512, H15 1.091, H16 1.095
5 C 1.89366 -0.23010 -0.93854  C4 1.512, N6 1.305, O7 1.261
6 N 3.07866 0.15413 -0.54925  C5 1.305, H17 1.017, H18 1.010
7 O 1.80673 -0.95481 -1.96621  C5 1.261
8 H -1.48778 -0.11949 2.21470  C1 1.087
9 H -1.53091 1.51274 1.33868  C1 1.086
10 H -2.96607 0.63478 1.62364  C1 1.084
11 H -2.10612 0.56554 -0.71810  C2 1.091
12 H -2.61018 -0.96180 0.10010  C2 1.086
13 H -0.49600 -1.41356 -1.14742  C3 1.089
14 H -0.29972 -1.48095 0.59660  C3 1.095
15 H 0.90178 0.67180 0.67575  C4 1.091
16 H 0.26682 1.04409 -0.98737  C4 1.095
17 H 3.80243 -0.09085 -1.22015  N6 1.017
18 H 3.35967 0.89730 0.07396  N6 1.010

The HOMO energy (spin up / spin down) is -15.202 / -15.194 eV. The charge is +1. As for the gap between HOMO and LUMO (spin up / spin down): 10.955 / 6.156 eV. As for the expectation value of S²: 0.75. The spin multiplicity is 2. The LUMO energy (spin up / spin down) comes out at -4.247 / -9.037 eV.

=====

The calculated energies rank the structures as follows, beginning with the most stable: four, one, three, two.

=====

one.
A cluster of 2 separate species, C5H11NO in total. Source: OMol25; level of theory: ωB97M-V with the def2-TZVPD basis set.

Bonds (Å) are listed after each position.
Cartesian coordinates (Å):
1 C 2.47186 -1.10015 -0.85432  C2 1.358, H7 1.087, H8 1.029
2 C 1.56576 -0.38895 -0.13576  C1 1.358, N3 1.344, H9 1.127
3 N 1.10873 0.82089 -0.50252  C2 1.344, C4 1.455, H10 0.990
4 C -0.15836 1.22699 0.08728  N3 1.455, C6 1.559, H11 1.140, H12 1.089
5 C -2.53721 0.73181 -0.33884  C6 1.329, H13 1.176, H14 1.117
6 C -1.35204 0.98227 -0.88566  C4 1.559, C5 1.329, H15 1.066
7 H 3.04920 -0.83160 -1.73476  C1 1.087
8 H 2.94306 -1.95449 -0.52609  C1 1.029
9 H 1.06653 -1.03412 0.64209  C2 1.127
10 H 1.26826 0.84460 -1.47946  N3 0.990
11 H -0.21782 2.35035 0.27356  C4 1.140
12 H -0.45031 0.73324 1.01336  C4 1.089
13 H -3.53147 0.79687 -0.96333  C5 1.176
14 H -2.55989 0.97121 0.75238  C5 1.117
15 H -1.13328 0.87583 -1.92403  C6 1.066
16 H -0.39099 -1.26414 2.85024  O18 0.995
17 H -0.99112 -1.87942 1.61814  O18 0.972
18 O -0.15090 -1.88118 2.10770  H16 0.995, H17 0.972

The HOMO energy (spin up / spin down) is -14.146 / -14.125 eV. The charge is +1. As for the gap between HOMO and LUMO (spin up / spin down): 10.539 / 6.710 eV. As for the expectation value of S²: 0.77. The spin multiplicity is 2. The LUMO energy (spin up / spin down) comes out at -3.607 / -7.416 eV.

=====

two.
The ion C5H11NO with charge +1. Source: OMol25; level of theory: ωB97M-V with the def2-TZVPD basis set.

Bonds (Å) are listed after each position.
Cartesian coordinates (Å):
1 C 1.04550 -1.02043 1.21524  C2 1.545, H8 1.084, H9 1.095, H10 1.086
2 C -0.34541 -0.45353 1.57661  C1 1.545, C3 1.531, H11 1.088, H12 1.091
3 C -0.91592 0.57911 0.60128  C2 1.531, C4 1.548, H13 1.086, H14 1.087
4 C -1.06427 -0.00857 -0.82276  C3 1.548, C5 1.536, H15 1.092, H16 1.089
5 C -0.14103 0.72906 -1.80357  C4 1.536, N6 1.316, O7 1.233
6 N 1.16162 0.54563 -1.81544  C5 1.316, H17 1.018, H18 1.015
7 O -0.78324 1.31320 -2.67945  C5 1.233
8 H 1.35996 -1.57893 2.08975  C1 1.084
9 H 1.74502 -0.17885 1.18671  C1 1.095
10 H 0.95834 -1.66117 0.34246  C1 1.086
11 H -1.13066 -1.18567 1.75087  C2 1.088
12 H -0.21666 0.04797 2.53677  C2 1.091
13 H -1.89312 0.95039 0.89378  C3 1.086
14 H -0.23625 1.42679 0.56679  C3 1.087
15 H -0.74900 -1.04751 -0.93799  C4 1.092
16 H -2.08196 0.02861 -1.20757  C4 1.089
17 H 1.65136 1.01594 -2.57437  N6 1.018
18 H 1.63572 0.49795 -0.91910  N6 1.015

The HOMO energy (spin up / spin down) is -15.955 / -15.947 eV. The charge is +1. As for the gap between HOMO and LUMO (spin up / spin down): 11.845 / 7.164 eV. As for the expectation value of S²: 0.76. The spin multiplicity is 2. The LUMO energy (spin up / spin down) comes out at -4.110 / -8.783 eV.

=====

three.
The ion C5H11NO with charge +1. Source: OMol25; level of theory: ωB97M-V with the def2-TZVPD basis set.

Bonds (Å) are listed after each position.
Cartesian coordinates (Å):
1 O -0.95736 -2.04218 1.97509  C2 1.200
2 C -0.19317 -1.47330 1.24590  O1 1.200, C3 1.526, H8 1.111
3 C 0.03876 0.02905 1.38297  C2 1.526, C4 1.498, H9 1.080, H10 1.098
4 C 1.18649 0.56342 0.58279  C3 1.498, C5 1.522, H11 1.086, H12 1.105
5 C 1.06190 0.45506 -0.93071  C4 1.522, N7 1.465, H13 1.097, H14 1.065
6 C -1.09216 0.70041 -2.24077  N7 1.446, H15 1.097, H16 1.091, H17 1.081
7 N -0.03014 1.28142 -1.45028  C5 1.465, C6 1.446, H18 1.026
8 H 0.25863 -2.06926 0.42446  C2 1.111
9 H -0.96254 0.41981 1.28277  C3 1.080
10 H 0.08869 0.17928 2.46962  C3 1.098
11 H 2.16135 0.18293 0.87264  C4 1.086
12 H 1.41798 1.62938 0.75983  C4 1.105
13 H 1.97168 0.75590 -1.46401  C5 1.097
14 H 0.84305 -0.53963 -1.24241  C5 1.065
15 H -0.78866 0.74818 -3.29335  C6 1.097
16 H -1.19607 -0.35782 -1.99464  C6 1.091
17 H -2.03414 1.19909 -2.05812  C6 1.081
18 H -0.39334 1.86370 -0.68786  N7 1.026

The HOMO energy (spin up / spin down) is -13.479 / -13.472 eV. The charge is +1. As for the gap between HOMO and LUMO (spin up / spin down): 10.227 / 5.138 eV. As for the expectation value of S²: 0.75. The spin multiplicity is 2. The LUMO energy (spin up / spin down) comes out at -3.252 / -8.334 eV.

=====

The calculated energies rank the structures as follows, beginning with the most stable: two, three, one.

=====

one.
The molecule C5H10O2. Source: OMol25; level of theory: ωB97M-V with the def2-TZVPD basis set.

Bonds (Å) are listed after each position.
Cartesian coordinates (Å):
1 C -1.74145 -0.39211 0.95072  C2 1.517, H8 1.094, H9 1.093, H10 1.095
2 C -0.23564 -0.27955 1.09648  C1 1.517, O3 1.217, C4 1.549
3 O 0.32725 -0.53163 2.14532  C2 1.217
4 C 0.63797 0.15433 -0.10659  C2 1.549, C5 1.547, C6 1.530, O7 1.403
5 C 0.73354 -1.02867 -1.09867  C4 1.547, H11 1.083, H12 1.096, H13 1.096
6 C 0.15117 1.46733 -0.72179  C4 1.530, H14 1.095, H15 1.097, H16 1.094
7 O 1.93907 0.38854 0.36440  C4 1.403, H17 0.973
8 H -2.16166 0.57297 0.65101  C1 1.094
9 H -2.17690 -0.69618 1.90561  C1 1.093
10 H -2.00719 -1.12431 0.18072  C1 1.095
11 H 1.51160 -1.64945 -0.67193  C5 1.083
12 H 1.07557 -0.68840 -2.08226  C5 1.096
13 H -0.18105 -1.61573 -1.23868  C5 1.096
14 H 0.85182 1.74261 -1.51640  C6 1.095
15 H 0.16833 2.26218 0.03354  C6 1.097
16 H -0.85080 1.39736 -1.15617  C6 1.094
17 H 1.95837 0.02073 1.26470  O7 0.973

The HOMO energy is -10.029 eV. The charge is 0. As for the gap between HOMO and LUMO: 10.875 eV. The spin multiplicity is 1. The LUMO energy comes out at 0.846 eV.

=====

two.
A cluster of 2 separate species, C5H10O2 in total. Source: OMol25; level of theory: ωB97M-V with the def2-TZVPD basis set.

Bonds (Å) are listed after each position.
Cartesian coordinates (Å):
1 C -2.48046 -0.23908 -0.06374  C2 1.501, H8 1.095, H9 1.094, H10 1.096
2 C -1.22190 0.56521 -0.20819  C1 1.501, C3 1.334, H12 1.091
3 C -0.12552 0.37841 0.52813  C2 1.334, C5 1.510, H13 1.090
4 O 0.63182 -2.27774 -0.91391  H11 0.966, H14 0.967
5 C 1.12621 1.21475 0.41394  C3 1.510, C6 1.517, H15 1.097, H16 1.097
6 C 2.38287 0.36668 0.45500  C5 1.517, O7 1.209, H17 1.111
7 O 2.77428 -0.28854 -0.48231  C6 1.209
8 H -2.83969 -0.59898 -1.03402  C1 1.095
9 H -2.32691 -1.10892 0.58190  C1 1.094
10 H -3.28134 0.37031 0.37050  C1 1.096
11 H -0.00030 -1.55575 -1.02486  O4 0.966
12 H -1.22896 1.36006 -0.95605  C2 1.091
13 H -0.12139 -0.41229 1.27808  C3 1.090
14 H 1.47949 -1.83655 -1.06245  O4 0.967
15 H 1.16739 1.93747 1.23871  C5 1.097
16 H 1.12057 1.76428 -0.53514  C5 1.097
17 H 2.94385 0.36067 1.41442  C6 1.111

The HOMO energy is -9.699 eV. The charge is 0. As for the gap between HOMO and LUMO: 10.455 eV. The spin multiplicity is 1. The LUMO energy comes out at 0.756 eV.

=====

The calculated energies rank the structures as follows, beginning with the most stable: one, two.